Entry 1:
Formula: CH4FINP
Source: the Open Molecules 2025 dataset
Level of theory: ωB97M-V/def2-TZVPD

Summary:
* Kohn-Sham gap (alpha / beta): 6.474 / 5.301 eV
* lowest unoccupied orbital energy (alpha / beta): -1.71 / -2.40 eV
* total charge: 0

Each line ends with the Löwdin charge.
Element x y z (Å)
C: 0.15911 0.06361 -0.24470  -0.158
N: -0.43042 0.79081 0.86152  -0.374
F: -1.34015 2.53150 -0.85378  -0.354
P: -1.52627 2.05987 0.67701  0.945
I: -4.02596 -0.51982 -0.50112  -0.422
H: -0.63933 -0.49923 -0.84134  0.072
H: 0.47091 0.95445 -0.90708  0.096
H: 0.97126 -0.49358 0.15437  0.068
H: -0.32794 0.51121 1.89800  0.127

Entry 2:
Formula: O2
Source: the Open Molecules 2025 dataset
Level of theory: ωB97M-V/def2-TZVPD

Summary:
* Kohn-Sham gap: 7.465 eV
* lowest unoccupied orbital energy: -5.19 eV
* total charge: 0

Each line ends with the Löwdin charge.
Element x y z (Å)
O: 0.41239 -0.02286 0.76241  0.000
O: -0.41239 0.02286 -0.76241  0.000

Entry 3:
Formula: C18H20N2O5
Source: the Open Molecules 2025 dataset
Level of theory: ωB97M-V/def2-TZVPD

Summary:
* Kohn-Sham gap: 7.095 eV
* lowest unoccupied orbital energy: -0.40 eV
* total charge: 0

Each line ends with the Löwdin charge.
Element x y z (Å)
C: -1.28224 -2.93118 -3.61600  -0.063
H: -2.24955 -2.97227 -3.23615  0.061
C: -0.11786 -2.96969 -2.76711  -0.074
H: 0.87194 -2.70545 -3.11978  0.124
H: -0.00281 -3.66900 -2.07699  0.067
O: -0.27920 -1.93571 -1.45584  0.062
C: 0.05004 -0.72358 -1.61634  -0.356
O: 0.73742 -0.33238 -2.92381  -0.169
C: 0.13845 0.14702 -0.61704  -0.168
C: 0.84126 -0.22989 0.41527  -0.031
C: 1.04842 0.23939 1.57433  -0.281
C: 0.35412 1.52588 1.74926  0.061
C: -0.65713 2.18414 0.78201  0.114
C: -0.81020 1.17111 -0.48405  -0.040
N: -1.63506 1.76331 -1.39970  -0.121
C: -1.80697 1.20263 -2.61141  -0.180
H: -2.26611 0.35121 -2.76236  0.068
C: -2.65653 2.21837 -3.45981  -0.338
O: -3.94441 2.22017 -3.29042  -0.124
C: -4.16366 1.84937 -1.70768  0.046
C: -2.82078 2.44119 -0.92829  -0.072
H: -3.13070 1.98542 0.23856  0.206
H: -2.78355 3.36020 -1.05187  0.031
H: -5.08628 2.32934 -1.32974  0.123
H: -4.03860 0.86109 -1.81701  0.056
H: -2.21187 3.23653 -3.55542  0.132
H: -2.67525 2.08317 -4.52270  0.116
H: -0.69004 1.15576 -3.26203  0.210
H: -1.27504 2.83157 1.03186  -0.031
H: 0.17297 2.16116 2.69431  0.111
N: 1.87409 -0.00821 2.57874  0.110
C: 2.75779 -0.93160 2.72153  -0.351
O: 2.77703 -1.90775 1.86095  -0.001
C: 3.40366 -0.92766 4.07471  -0.244
C: 4.34638 -1.89804 4.49793  -0.123
C: 4.77485 -1.68026 5.60261  -0.054
C: 4.16707 -0.27454 5.86361  -0.013
O: 3.05553 -0.23185 5.05975  0.069
H: 4.06444 0.25355 6.80508  0.099
H: 5.53491 -2.14253 6.42085  0.174
H: 4.49277 -2.81145 3.95129  0.136
H: 1.74090 0.46294 3.63917  0.249
H: 1.50684 -1.16118 0.39883  0.169
H: -1.20319 -1.85521 -4.03100  0.118
H: -0.92384 -3.73510 -4.31810  0.121

Entry 4:
Formula: C5H7N3O
Source: the Open Molecules 2025 dataset
Level of theory: ωB97M-V/def2-TZVPD

Summary:
* Kohn-Sham gap: 9.445 eV
* SMILES string: N#CCC1=NCCON1
* lowest unoccupied orbital energy: 0.71 eV
* total charge: 0

Each line ends with the Löwdin charge.
Element x y z (Å)
C: 2.95972 -0.02654 -0.16992  -0.208
C: 1.82960 0.51240 0.58085  -0.106
C: 0.49761 0.21790 0.02277  -0.413
C: -1.63579 0.76199 -0.59079  -0.215
C: -2.06161 -0.44778 0.24375  -0.142
H: 1.90780 1.56918 0.44784  0.113
H: 1.94179 0.26962 1.65405  0.146
H: -2.28208 1.62262 -0.46787  0.106
H: -1.73772 0.46429 -1.62546  0.117
H: -3.05115 -0.82074 0.00823  0.129
H: -1.75154 -0.31142 1.29330  0.133
H: 0.82885 -1.79302 -0.21718  0.138
N: 3.83649 -0.63943 -0.61495  0.146
N: -0.29089 1.17035 -0.32310  0.090
N: 0.17250 -1.08908 -0.03654  0.076
O: -1.16357 -1.46034 -0.20497  -0.109

Entry 5:
Formula: C3H7N3O3
Source: the Open Molecules 2025 dataset
Level of theory: ωB97M-V/def2-TZVPD

Summary:
* Kohn-Sham gap: 9.905 eV
* SMILES string: CO/N=C(/NO)NC=O
* lowest unoccupied orbital energy: 0.57 eV
* total charge: 0

Each line ends with the Löwdin charge.
Element x y z (Å)
C: -2.04928 1.72219 -0.63822  -0.153
C: 0.35214 -0.50257 -0.05673  -0.326
C: 1.91735 -0.56446 1.82799  -0.323
H: -2.90665 0.95649 -0.59916  0.105
H: -2.40671 2.80168 -0.23744  0.116
H: -1.60163 2.03435 -1.59491  0.070
H: 1.13427 -2.44602 -0.26280  0.193
H: 0.39252 -0.99589 -2.65340  0.168
H: 0.06066 0.36372 1.73874  0.145
H: 2.48531 -1.09418 1.15342  0.099
N: -0.69627 0.14115 -0.58954  0.072
N: 1.12103 -1.45815 -0.75071  -0.003
N: 0.72454 -0.25654 1.29146  0.134
O: -0.98802 1.32170 0.25860  -0.217
O: 0.27097 -1.69856 -1.88205  -0.125
O: 2.18977 -0.32491 2.99475  0.043

Entry 6:
Formula: C46H36BiN6O7S2
Source: the Open Molecules 2025 dataset
Level of theory: ωB97M-V/def2-TZVPD

Summary:
* Kohn-Sham gap: 7.111 eV
* lowest unoccupied orbital energy: 1.64 eV
* total charge: -1

Each line ends with the Löwdin charge.
Element x y z (Å)
Bi: -0.03555 -0.15934 -0.10933  1.725
C: -3.01411 2.08200 3.62614  -0.069
O: -1.69093 1.99197 4.16244  -0.018
C: -0.95199 1.28747 3.26281  -0.306
N: -1.52184 0.96773 2.16635  0.127
C: -2.89718 1.47557 2.20716  -0.238
C: -3.95184 0.42633 1.96344  -0.207
C: -5.13071 0.77198 1.31464  -0.039
C: -6.13224 -0.16786 1.12940  -0.073
C: -5.96133 -1.45743 1.60911  -0.076
C: -4.78265 -1.81016 2.24997  -0.079
C: -3.77791 -0.87338 2.42500  -0.045
C: 0.41278 0.98179 3.75448  -0.175
C: 0.89778 1.68372 4.85882  0.011
C: 2.14919 1.37066 5.34828  -0.037
C: 2.87971 0.36999 4.73914  0.009
C: 2.32091 -0.27701 3.64458  -0.177
N: 1.10882 0.01621 3.16883  0.194
C: 3.03880 -1.37876 2.98401  -0.315
N: 2.79354 -1.83401 1.83072  0.167
C: 3.68890 -2.95641 1.57540  -0.247
C: 4.50000 -3.06859 2.89533  -0.074
O: 4.03769 -1.96567 3.69165  -0.006
C: 2.95026 -4.22895 1.22731  -0.194
C: 3.61399 -5.22895 0.52639  -0.048
C: 2.94797 -6.39161 0.17083  -0.091
C: 1.60894 -6.55327 0.49704  -0.092
C: 0.94329 -5.55542 1.19144  -0.066
C: 1.61611 -4.40488 1.57040  -0.022
H: -3.33093 3.12348 3.63993  0.127
H: -3.68376 1.48867 4.25068  0.129
H: -2.96815 2.25011 1.43716  0.148
H: -5.25680 1.77587 0.92430  0.122
H: -7.02883 0.09791 0.58506  0.103
H: -6.73736 -2.19850 1.46917  0.104
H: -4.63512 -2.82868 2.58288  0.107
H: -2.84214 -1.15584 2.89164  0.115
H: 0.28445 2.45479 5.30079  0.119
H: 2.54624 1.89991 6.20435  0.111
H: 3.85481 0.07524 5.09941  0.117
H: 4.33292 -2.68789 0.73167  0.148
H: 5.57580 -2.97535 2.75307  0.122
H: 4.27811 -3.99499 3.42608  0.128
H: 4.64988 -5.08986 0.23582  0.111
H: 3.46977 -7.16110 -0.38440  0.098
H: 1.08034 -7.44603 0.18871  0.099
H: -0.11164 -5.64959 1.41339  0.109
H: 1.07739 -3.62309 2.08936  0.112
C: 3.94718 2.07392 -1.60132  -0.025
C: 2.61936 1.79866 -0.93711  -0.258
N: 1.81651 0.90092 -1.42058  -0.095
N: 2.24958 0.26623 -2.55767  -0.104
C: 1.64564 -0.79782 -2.94937  -1.112
S: 0.30587 -1.61363 -2.23069  0.561
S: 2.28735 -1.55767 -4.41125  0.871
C: 2.79450 -0.05964 -5.36097  -0.403
C: 1.56816 0.68081 -5.80857  -0.310
C: 0.81638 0.18571 -6.87189  -0.062
C: -0.35001 0.81788 -7.26712  -0.085
C: -0.78553 1.95329 -6.59705  -0.090
C: -0.05241 2.44391 -5.52871  -0.079
C: 1.11866 1.81105 -5.13445  -0.049
C: 2.27031 2.58632 0.23732  -0.128
C: 3.29073 3.19487 0.98176  -0.063
C: 3.02886 4.03192 2.04510  -0.118
C: 1.70033 4.33268 2.35466  -0.106
C: 0.67402 3.76296 1.64281  -0.032
C: 0.90293 2.82766 0.59684  -0.407
O: -0.09465 2.29003 -0.00932  -0.266
H: 3.90794 1.74692 -2.63374  0.051
H: 4.73816 1.50820 -1.10179  0.093
H: 4.19302 3.13320 -1.56095  0.083
H: 3.36710 -0.44595 -6.20320  0.074
H: 3.42477 0.52867 -4.70318  0.055
H: 1.14393 -0.71930 -7.37086  0.110
H: -0.92689 0.41511 -8.08993  0.100
H: -1.70855 2.43657 -6.88940  0.102
H: -0.39837 3.31668 -4.98969  0.102
H: 1.67294 2.18631 -4.28404  0.100
H: 4.32426 2.99246 0.72611  0.101
H: 3.83952 4.46069 2.62037  0.089
H: 1.47983 5.00960 3.17286  0.099
H: -0.35892 3.98885 1.88205  0.111
O: -6.92467 0.52007 -2.07254  -0.038
C: -6.01866 1.15241 -2.64045  -0.689
O: -6.03699 2.03076 -3.51842  -0.044
C: -4.57881 0.80368 -2.12487  -0.077
C: -3.56984 1.75674 -2.23152  0.013
C: -2.32344 1.49890 -1.70273  -0.106
N: -2.05249 0.33143 -1.10387  -0.071
C: -2.99861 -0.61553 -1.01952  -0.186
C: -4.27208 -0.40471 -1.51511  0.052
C: -2.63717 -1.94028 -0.34471  -0.642
O: -3.45840 -2.84268 -0.35534  0.052
O: -1.46695 -1.98750 0.19139  -0.287
H: -3.79072 2.69402 -2.72352  0.115
H: -1.51910 2.22140 -1.70455  0.097
H: -5.01995 -1.17558 -1.40210  0.130

Entry 7:
Formula: C3H7NO3
Source: the Open Molecules 2025 dataset
Level of theory: ωB97M-V/def2-TZVPD

Summary:
* Kohn-Sham gap: 10.377 eV
* SMILES string: CC(=O)NC=O.O
* lowest unoccupied orbital energy: 0.09 eV
* total charge: 0

Each line ends with the Löwdin charge.
Element x y z (Å)
O: 0.19022 -1.54247 -1.53376  0.081
C: 0.07287 -1.28692 -0.35402  -0.526
N: 0.11747 0.00412 0.12733  0.107
C: -0.71987 0.45337 1.24490  -0.238
O: -0.95304 1.64646 1.26886  0.058
C: -0.00799 -2.33556 0.76218  -0.007
H: -0.08353 0.66997 -0.62038  0.107
H: -0.41670 0.12442 2.24970  0.139
H: 0.40698 -2.03192 1.73118  0.073
H: 0.53529 -3.19116 0.31949  0.095
H: -1.04975 -2.47215 1.05149  0.085
H: 1.33179 3.07575 -1.86727  0.041
H: 1.44349 1.67500 -1.42818  0.060
O: 0.90972 2.49151 -1.22618  -0.074

Entry 8:
Formula: C8H15NO3Si
Source: the Open Molecules 2025 dataset
Level of theory: ωB97M-V/def2-TZVPD

Summary:
* Kohn-Sham gap: 7.863 eV
* lowest unoccupied orbital energy: 0.71 eV
* total charge: 0

Each line ends with the Löwdin charge.
Element x y z (Å)
C: 0.41068 -2.79957 0.32067  -0.138
C: -0.96505 -2.63667 0.46555  -0.146
C: 1.24035 -1.90462 0.92222  -0.075
C: -1.50503 -1.44003 0.81185  -0.196
C: 0.56885 -0.94456 1.91153  -0.271
C: -2.13711 0.67419 -1.98558  -0.132
C: 2.13778 0.30471 -1.97797  -0.049
C: 0.14303 3.06916 1.56356  -0.181
N: -0.63816 -0.42581 1.29184  -0.062
O: -0.81116 1.08767 -1.79803  -0.154
O: 1.60449 1.14257 -0.89401  -0.188
O: -0.32876 2.53290 0.39239  -0.200
Si: 0.05778 1.20525 -0.48092  0.440
H: 0.79689 -3.43961 -0.38018  0.071
H: -1.70338 -3.43426 0.23870  0.103
H: 2.30068 -2.09656 0.93706  0.087
H: -2.53375 -1.22188 0.57609  0.083
H: 0.32503 -1.46285 2.80130  0.098
H: 1.17839 -0.06553 2.10432  0.091
H: -2.77915 1.55611 -2.18920  0.094
H: -2.78998 0.22091 -1.13285  0.099
H: -2.17847 -0.15860 -2.69590  0.090
H: 1.37964 -0.30407 -2.37201  0.058
H: 2.91707 -0.30219 -1.45088  0.108
H: 2.44004 0.98444 -2.69708  0.064
H: -0.63602 3.92262 1.94627  0.133
H: 1.16100 3.55584 1.36188  0.099
H: 0.34434 2.38041 2.40938  0.074

Relative energy (zero: lowest compared OMol25 entry of this formula, charge and spin) readings, ordered: 1.760 4.502 18.922 3.034 6.377 0.000 2.230 2.391 eV